Record 1
Here is a 2-piece molecular cluster, C11H11Cl2O4S overall in a non-equilibrium geometry from the Open Molecules 2025 dataset. Energies are from the ωB97M-V functional and the def2-TZVPD basis.

The net charge is -1. For the HOMO energy, the calculation gives -2.537 eV. The calculation puts the max |F| at 3.749 eV/Å. The calculation puts the total energy at -55654.4970 eV. The LUMO energy is 0.1023 Eh. The calculation puts the energy above the lowest of the compared OMol25 structures with the same formula, charge and spin at 0.0 kJ/mol.

```
29
Properties=species:S:1:pos:R:3:forces:R:3
C -2.685339 0.964361 -4.665793 -0.1348 -0.1184 -0.1813
O -1.373033 1.396332 -4.330201 0.1071 0.0207 0.5603
C -1.111482 1.306399 -3.000160 -0.5085 -0.3798 1.0455
C 0.247006 1.796794 -2.647082 -0.6019 -0.0976 -0.2032
C 0.502686 2.051648 -1.364754 0.2162 0.0984 -0.2157
O -1.932151 0.866082 -2.205443 0.7630 0.5701 -1.0260
H -2.775129 1.179333 -5.728283 -0.1668 -0.0968 0.0169
H -2.795531 -0.107082 -4.465974 -0.0289 0.1940 -0.0828
H -3.441920 1.504710 -4.086822 0.1629 -0.0756 -0.1322
H 0.914149 1.916774 -3.500682 0.1294 0.0223 0.5082
H 1.473612 2.396928 -1.020914 -0.1285 -0.1487 -0.0514
H -0.294365 1.943781 -0.630790 0.2405 -0.1539 -0.1465
Cl -2.651430 -1.863835 4.552092 -0.5469 -0.1501 0.3252
C -1.205150 -1.492376 3.707856 1.3146 0.2638 -0.8544
C -0.952417 -0.177585 3.301073 0.2989 -0.1669 -0.0473
C 0.230688 0.126090 2.614364 -0.4341 -0.3012 0.3412
C 1.149245 -0.881728 2.336346 0.1454 -0.0416 -0.4587
S 2.676303 -0.467971 1.433873 -1.5407 -0.9583 -2.5724
C 2.263445 -0.768291 -0.203072 -2.4508 -0.4527 2.8009
Cl 3.265427 -0.323431 -1.437032 1.7445 0.8315 -1.8003
O 2.863286 0.953118 1.631667 0.8112 0.5425 0.7234
O 3.661251 -1.409441 1.923136 0.6949 0.1965 1.0357
C 0.898883 -2.194577 2.728782 -0.4513 0.0902 0.2461
C -0.284029 -2.505034 3.414743 0.0190 0.3572 -0.0676
H -1.672996 0.604754 3.518589 0.0675 -0.1205 0.0011
H 0.435424 1.150380 2.314759 0.0617 -0.2273 -0.0360
H 1.461864 -1.461288 -0.429742 0.2533 -0.0636 0.3030
H 1.621826 -2.978514 2.518787 -0.0521 0.2271 -0.0170
H -0.490121 -3.526330 3.720677 0.0151 0.1386 -0.0149
```
Forces are in eV/Å.



Record 2
Here is a 3-piece molecular cluster, C11H11Cl3N2 overall in a non-equilibrium geometry from the Open Molecules 2025 dataset. Energies are from the ωB97M-V functional and the def2-TZVPD basis.

For the HOMO energy, the calculation gives -9.439 eV. The calculation puts the max |F| at 4.247 eV/Å. As for the SMILES: ClC(Cl)Cl.c1ccncc1.c1ccncc1. The calculation puts the total energy at -52131.3120 eV. The LUMO energy is 0.0155 Eh. The calculation puts the energy above the lowest of the compared OMol25 structures with the same formula, charge and spin at 124.9 kJ/mol.

```
27
Properties=species:S:1:pos:R:3:forces:R:3
Cl 17.124807 -9.388682 14.476023 -0.7263 0.8499 1.0617
C 18.175955 -10.097302 13.328570 0.3386 -1.0007 0.2724
Cl 17.611408 -11.799540 13.115430 0.4352 0.5303 -0.5987
Cl 19.861491 -10.137451 13.969067 -0.6500 0.2772 -0.7967
H 18.048162 -9.494732 12.429309 0.6356 -0.5865 -0.1395
C 22.025870 -13.624592 16.729653 -0.2365 -1.1042 0.2337
C 21.140700 -12.757854 16.068436 -0.9679 0.0930 1.4373
C 20.321997 -11.926795 16.866099 1.7445 -0.3194 1.9097
N 20.443882 -11.916104 18.280193 -1.1682 0.2219 -4.0768
C 21.196613 -12.857044 18.756699 1.2286 -0.1760 2.3727
C 22.040141 -13.750111 18.109611 -0.6235 0.8158 -1.5179
H 22.597236 -14.369524 16.195787 0.1875 0.2377 -0.5074
H 20.984038 -12.897516 15.009023 0.1235 0.5153 -0.1396
H 19.676170 -11.157826 16.468601 -0.1669 -0.2449 -0.0815
H 21.261004 -12.827806 19.834383 -0.1468 -0.2290 0.4297
H 22.641044 -14.484667 18.625121 -0.0129 0.1318 0.0636
C 17.468178 -13.908082 17.152095 -0.7197 -0.3975 -0.1212
C 17.188340 -14.257518 18.486554 0.2792 0.2875 0.1963
C 16.093085 -13.698487 19.165049 -0.7815 1.2009 -2.8770
N 15.193933 -12.940905 18.448708 0.6865 0.1394 -0.4765
C 15.431055 -12.693203 17.140414 0.7650 -0.9931 0.7755
C 16.551208 -13.162746 16.445019 -0.7414 0.7197 1.0021
H 18.323297 -14.253071 16.589823 0.3205 -0.3276 0.4641
H 17.874693 -14.945641 18.957513 0.0458 0.1203 0.3684
H 15.826491 -13.704090 20.211610 0.4493 -0.6847 0.1124
H 14.779143 -12.110356 16.506623 -0.7801 0.2318 0.6777
H 16.617326 -12.832044 15.419022 0.4818 -0.3089 -0.0446
```
Forces are in eV/Å.



Record 3
Here is C11H11Cl3N4O6SSr as an isolated structure in a non-equilibrium geometry from the Open Molecules 2025 dataset. Energies are from the ωB97M-V functional and the def2-TZVPD basis.

For the HOMO energy, the calculation gives -8.637 eV. The calculation puts the max |F| at 3.236 eV/Å. The calculation puts the total energy at -79060.6617 eV. The LUMO energy is -0.0168 Eh. The calculation puts the energy above the lowest of the compared OMol25 structures with the same formula, charge and spin at 175.1 kJ/mol.

```
37
Properties=species:S:1:pos:R:3:forces:R:3
Sr 0.544600 -1.347052 0.813161 0.2269 3.1564 -0.6770
O 1.763501 -4.792304 2.352123 -0.4866 0.8642 -0.6628
Cl 1.283301 -3.696526 1.570190 0.6860 -2.3721 0.5994
O 0.937552 -4.058884 0.197535 0.1539 0.1465 1.1500
O 0.059341 -3.090570 2.177403 0.8859 -1.7046 0.5110
O 2.292751 -2.618068 1.482165 0.6087 -1.8952 0.6813
Cl 2.048896 -2.092967 -1.933320 0.0234 -0.1369 -0.0529
C 3.018196 -0.635048 -2.051093 -0.0727 0.0341 0.2592
Cl 3.043938 0.255985 -0.496887 0.0988 -0.0440 -0.1883
H 2.588374 0.008416 -2.800112 -0.0758 0.1898 -0.0951
H 4.029983 -0.915610 -2.290857 0.2225 0.0141 0.0049
O -0.259201 0.773320 0.336309 -0.3053 1.1672 -0.0228
N -1.401358 0.813118 -0.237942 -0.1757 -0.4389 -0.4030
N -1.704558 -0.284391 -0.822554 -0.5312 0.0672 -0.4318
O -0.917852 -1.347924 -0.834660 -1.9202 0.8072 -1.2078
C -2.997155 -0.354338 -1.513773 0.9872 0.1701 0.4768
C -3.705843 0.801816 -1.787562 -0.0899 0.2551 -0.0204
C -4.923696 0.697773 -2.437558 -0.0545 -0.0081 -0.0236
C -5.420563 -0.548526 -2.805874 0.0582 -0.0565 0.0119
C -4.680067 -1.690966 -2.532103 0.0156 0.0158 0.0016
C -3.453157 -1.597694 -1.881088 -0.2671 -0.2908 -0.1634
H -3.307544 1.763575 -1.495054 -0.0313 -0.0608 -0.0267
H -5.482636 1.598307 -2.666313 0.0218 -0.0777 0.0382
H -6.379330 -0.625298 -3.306819 0.0973 -0.0007 0.0212
H -5.050277 -2.665584 -2.828806 0.0066 0.0701 0.0386
H -2.856142 -2.469160 -1.658455 0.0047 -0.0058 -0.0133
S 1.451837 -0.132094 3.351497 0.5206 0.8379 0.0998
C 2.313019 1.256612 2.913740 0.2993 -0.1634 0.5355
N 1.724178 2.247383 2.169314 -0.7903 -0.2153 -0.5947
C 2.311655 3.421891 1.875355 -0.4557 0.0509 -0.2375
C 3.561763 3.679960 2.310607 0.2178 0.2494 0.0215
C 4.175708 2.635459 3.016811 0.0574 -0.6642 0.3261
N 3.607863 1.485587 3.319024 -0.3115 0.2846 -0.2776
H 0.800059 2.040915 1.752176 0.4484 -0.0570 0.2842
H 1.723088 4.110958 1.285342 -0.0147 -0.0326 -0.0060
H 4.054512 4.621096 2.112682 -0.0134 -0.1127 -0.0014
H 5.205267 2.750834 3.345397 -0.0453 -0.0432 0.0449
```
Forces are in eV/Å.



Record 4
Here is C11H11ClN4PdS2 as an isolated structure from the Open Molecules 2025 dataset. Energies are from the ωB97M-V functional and the def2-TZVPD basis.

The net charge is +2. For the HOMO energy, the calculation gives -15.538 eV. The calculation puts the max |F| at 0.995 eV/Å. The calculation puts the total energy at -55200.2215 eV. The LUMO energy is -0.3503 Eh.

```
30
Properties=species:S:1:pos:R:3:forces:R:3
Pd 1.514647 -1.018224 0.981104 -0.7022 -0.1111 -0.6957
C -0.389636 -1.507114 -3.832056 0.0118 -0.0353 -0.0361
N -0.905718 -0.651395 -2.762665 0.0912 0.0001 0.1223
C -2.101161 0.031065 -2.795079 -0.1197 0.0847 0.0352
C -2.215452 0.702014 -1.640825 -0.0881 0.0013 -0.0568
N -1.066582 0.437839 -0.883231 0.0371 -0.1677 -0.0550
C -0.275184 -0.398920 -1.612280 0.0036 -0.0099 -0.0392
S 1.266954 -1.087422 -1.332499 0.1408 0.2051 -0.0271
C -0.794199 1.050622 0.365118 0.0441 0.1323 0.0418
C -1.715522 1.952153 0.889687 0.0717 0.0080 -0.0415
C -1.412969 2.646851 2.043100 0.0388 -0.0208 0.0075
C -0.181195 2.447771 2.650047 0.0062 -0.0041 -0.0087
C 0.657462 1.509560 2.102747 0.0317 0.0878 0.0084
N 0.358368 0.797480 0.994206 0.1403 -0.0435 0.1965
H -1.171267 -1.622402 -4.576341 0.0091 0.0013 -0.0052
H -0.131307 -2.482111 -3.422555 0.0171 0.0073 -0.0074
H 0.483651 -1.043854 -4.287695 0.0007 -0.0248 -0.0059
H -2.763596 -0.030256 -3.640788 -0.0249 0.0286 0.0181
H -3.005388 1.342618 -1.306320 -0.0464 -0.0293 -0.0139
H -2.659461 2.131341 0.405050 0.0039 0.0211 -0.0238
H -2.127382 3.348062 2.452507 -0.0058 0.0029 -0.0036
H 0.117346 2.988577 3.536086 -0.0050 0.0021 0.0038
H 1.618133 1.304959 2.554178 -0.0055 -0.0013 0.0070
Cl 3.882245 -0.169777 0.816454 0.2187 -0.2547 0.3929
C 3.364893 -1.248688 2.022674 0.0281 0.3794 -0.2420
H 3.349462 -0.862465 3.033294 -0.0047 0.0756 -0.0275
H 3.634414 -2.289999 1.868652 -0.0429 0.0041 -0.0235
S 0.523376 -1.906507 2.949964 -0.0015 -0.1643 0.2206
C 0.845921 -2.969485 1.710511 -0.0223 -0.0419 0.5077
N 1.299148 -3.402294 0.716955 0.1741 -0.1329 -0.2493
```
Forces are in eV/Å.